No. 1
{
  "formula": "C36H26Br2ClF3O14S",
  "method": "ωB97M-V/def2-TZVPD",
  "orbital_gap_ha": 0.30719,
  "total_charge": 0,
  "fmax_ev_per_a": 6.77,
  "energy_ha": -8746.40327,
  "symbols": ["O", "S", "O", "O", "C", "C", "Cl", "C", "C", "C", "F", "Br", "C", "F", "F", "Br", "O", "H", "H", "H", "H", "H", "H", "C", "C", "C", "O", "C", "C", "C", "O", "H", "H", "H", "H", "C", "C", "C", "O", "C", "C", "C", "O", "H", "H", "H", "H", "C", "C", "C", "O", "C", "C", "C", "O", "H", "H", "H", "H", "C", "C", "C", "O", "C", "C", "C", "O", "H", "H", "H", "H", "C", "C", "C", "O", "C", "C", "C", "O", "H", "H", "H", "H"],
  "positions_angstrom": [[4.498, -1.032, 2.057], [3.864, -2.045, 3.089], [4.516, -1.917, 4.506], [4.088, -3.589, 2.346], [2.707, -3.950, 1.900], [1.573, -3.238, 2.900], [1.907, -4.120, 4.525], [0.066, -3.376, 2.254], [-0.887, -2.055, 2.440], [-0.543, -0.798, 1.448], [-1.800, -0.539, 0.652], [0.900, -1.136, 0.107], [-0.252, 0.631, 2.251], [-1.600, 1.282, 2.443], [0.372, 0.451, 3.581], [1.011, 1.799, 1.179], [2.154, -1.908, 3.138], [2.721, -3.589, 0.787], [2.377, -5.073, 1.970], [0.094, -3.772, 1.128], [-0.466, -4.256, 2.860], [-2.003, -2.411, 2.214], [-0.881, -1.783, 3.596], [5.201, 4.893, 0.701], [6.046, 5.365, 1.622], [6.504, 4.524, 2.745], [7.277, 4.956, 3.589], [5.993, 3.140, 2.810], [5.147, 2.668, 1.889], [4.689, 3.509, 0.766], [3.917, 3.077, -0.078], [4.854, 5.497, -0.129], [6.431, 6.377, 1.588], [6.339, 2.536, 3.640], [4.762, 1.656, 1.923], [-4.980, -3.414, 3.453], [-5.938, -2.595, 3.897], [-5.933, -2.090, 5.284], [-6.811, -1.342, 5.692], [-4.827, -2.525, 6.161], [-3.869, -3.344, 5.717], [-3.874, -3.848, 4.330], [-2.996, -4.596, 3.922], [-4.969, -3.793, 2.438], [-6.755, -2.266, 3.266], [-4.838, -2.145, 7.175], [-3.052, -3.672, 6.348], [-4.333, 0.047, -1.482], [-4.547, 0.612, -2.674], [-5.740, 0.278, -3.477], [-5.936, 0.793, -4.569], [-6.688, -0.702, -2.910], [-6.474, -1.267, -1.718], [-5.281, -0.933, -0.915], [-5.085, -1.448, 0.177], [-3.462, 0.280, -0.881], [-3.861, 1.333, -3.103], [-7.559, -0.935, -3.511], [-7.160, -1.988, -1.289], [-1.481, 4.241, -5.586], [-1.695, 4.806, -6.778], [-2.889, 4.472, -7.581], [-3.084, 4.987, -8.673], [-3.836, 3.492, -7.014], [-3.622, 2.928, -5.822], [-2.429, 3.261, -5.019], [-2.233, 2.746, -3.927], [-0.611, 4.474, -4.985], [-1.010, 5.527, -7.207], [-4.707, 3.260, -7.615], [-4.308, 2.207, -5.393], [5.252, -0.601, -1.104], [6.443, -0.260, -1.605], [6.721, -0.353, -3.052], [7.811, -0.043, -3.511], [5.631, -0.835, -3.924], [4.439, -1.176, -3.423], [4.162, -1.083, -1.976], [3.071, -1.393, -1.517], [5.032, -0.540, -0.046], [7.252, 0.096, -0.979], [5.851, -0.896, -4.983], [3.630, -1.532, -4.049]],
  "lowdin_charge": [-0.346, 0.883, -0.309, -0.241, -0.190, -0.679, 0.648, -0.158, -0.126, -0.596, -0.129, 0.848, -0.592, -0.064, -0.064, 0.719, -0.297, 0.134, 0.147, 0.134, 0.129, 0.141, 0.150, 0.022, 0.023, -0.383, 0.102, 0.031, 0.026, -0.386, 0.058, 0.122, 0.123, 0.126, 0.104, 0.020, 0.030, -0.380, 0.106, 0.026, 0.021, -0.390, 0.076, 0.121, 0.125, 0.124, 0.123, 0.038, 0.037, -0.369, 0.087, 0.023, 0.022, -0.377, 0.088, 0.110, 0.092, 0.122, 0.121, 0.022, 0.022, -0.384, 0.100, 0.030, 0.031, -0.370, 0.089, 0.122, 0.123, 0.125, 0.091, 0.036, 0.033, -0.382, 0.102, 0.025, 0.027, -0.360, -0.048, 0.088, 0.125, 0.123, 0.123]
}



No. 2
{
  "formula": "C36H26Cl3NO4PRuS",
  "method": "ωB97M-V/def2-TZVPD",
  "multiplicity": 2,
  "orbital_gap_ha": [0.28234, 0.25629],
  "e_above_lowest_kj_mol": 70.2,
  "total_charge": 0,
  "fmax_ev_per_a": 0.92,
  "energy_ha": -3958.22978,
  "symbols": ["Ru", "O", "S", "O", "O", "C", "C", "C", "C", "C", "C", "P", "C", "C", "C", "C", "C", "C", "C", "C", "C", "C", "C", "C", "H", "H", "H", "H", "H", "H", "H", "H", "H", "H", "H", "H", "H", "H", "Cl", "C", "C", "C", "Cl", "C", "O", "C", "Cl", "C", "H", "H", "N", "C", "C", "C", "C", "C", "C", "C", "C", "C", "C", "C", "C", "H", "H", "H", "H", "H", "H", "H", "H", "H", "H"],
  "positions_angstrom": [[0.096, 0.106, 0.031], [2.705, 2.181, 2.295], [2.304, 1.489, 1.115], [1.225, 2.140, 0.303], [1.891, 0.073, 1.300], [3.658, 1.377, -0.002], [4.895, 1.894, 0.344], [5.945, 1.789, -0.556], [5.741, 1.176, -1.783], [4.493, 0.671, -2.114], [3.428, 0.763, -1.224], [1.777, 0.123, -1.749], [1.585, 1.139, -3.254], [1.989, 0.751, -4.528], [1.928, 1.649, -5.584], [1.480, 2.945, -5.374], [1.091, 3.342, -4.103], [1.137, 2.443, -3.049], [2.233, -1.551, -2.288], [1.610, -2.168, -3.371], [1.891, -3.487, -3.682], [2.785, -4.212, -2.905], [3.396, -3.610, -1.815], [3.125, -2.284, -1.509], [5.017, 2.365, 1.309], [6.918, 2.186, -0.298], [6.557, 1.094, -2.489], [4.352, 0.201, -3.080], [2.365, -0.247, -4.709], [2.240, 1.333, -6.571], [1.438, 3.646, -6.198], [0.748, 4.353, -3.927], [0.851, 2.761, -2.053], [0.882, -1.630, -3.964], [1.397, -3.955, -4.523], [3.001, -5.244, -3.146], [4.082, -4.171, -1.195], [3.598, -1.830, -0.647], [-3.689, 0.020, 6.546], [-2.880, -0.248, 5.030], [-2.320, 0.818, 4.355], [-1.682, 0.575, 3.152], [-0.959, 1.904, 2.294], [-1.564, -0.692, 2.568], [-0.979, -0.946, 1.435], [-2.161, -1.738, 3.307], [-2.074, -3.341, 2.659], [-2.804, -1.530, 4.510], [-2.371, 1.820, 4.754], [-3.242, -2.366, 5.036], [-1.669, 0.929, -0.694], [-1.791, 1.070, -2.120], [-2.099, 2.293, -2.683], [-2.156, 2.411, -4.064], [-1.902, 1.301, -4.853], [-1.616, 0.075, -4.268], [-1.567, -0.072, -2.884], [-1.278, -1.380, -2.235], [-1.754, -2.538, -2.865], [-1.458, -3.794, -2.375], [-0.664, -3.907, -1.236], [-0.204, -2.769, -0.602], [-0.509, -1.492, -1.067], [-2.417, 0.326, -0.342], [-1.805, 1.823, -0.227], [-2.278, 3.151, -2.044], [-2.379, 3.367, -4.517], [-1.920, 1.388, -5.931], [-1.408, -0.781, -4.898], [-2.383, -2.438, -3.742], [-1.847, -4.676, -2.868], [-0.415, -4.881, -0.834], [0.396, -2.868, 0.295]],
  "lowdin_charge": [1.124, -0.261, 0.468, -0.475, -0.412, -0.272, -0.037, -0.058, -0.057, -0.068, -0.303, 1.105, -0.322, -0.093, -0.072, -0.078, -0.075, -0.092, -0.345, -0.108, -0.068, -0.075, -0.067, -0.078, 0.117, 0.110, 0.109, 0.112, 0.094, 0.105, 0.105, 0.111, 0.096, 0.096, 0.110, 0.105, 0.107, 0.115, 0.647, -0.683, -0.137, -0.549, 0.772, -0.459, -0.263, -0.580, 0.708, -0.138, 0.105, 0.104, -0.003, -0.246, -0.032, -0.083, -0.072, -0.029, -0.145, -0.204, -0.050, -0.081, -0.075, -0.115, -0.251, 0.135, 0.075, 0.120, 0.109, 0.108, 0.113, 0.110, 0.102, 0.109, 0.107]
}



No. 3
{
  "formula": "C36H26Cl4CrF6NO7P",
  "method": "ωB97M-V/def2-TZVPD",
  "multiplicity": 2,
  "orbital_gap_ha": [0.28356, 0.28008],
  "e_above_lowest_kj_mol": 218.3,
  "total_charge": -1,
  "fmax_ev_per_a": 1.73,
  "energy_ha": -5794.90473,
  "symbols": ["Cr", "O", "C", "O", "C", "C", "C", "C", "C", "C", "P", "C", "C", "C", "C", "C", "C", "C", "C", "C", "C", "C", "C", "H", "H", "H", "H", "H", "H", "H", "H", "H", "H", "H", "H", "H", "H", "O", "C", "O", "C", "C", "C", "C", "C", "C", "C", "C", "C", "N", "H", "H", "H", "H", "H", "H", "Cl", "C", "Cl", "C", "O", "O", "H", "Cl", "C", "Cl", "H", "H", "C", "C", "O", "C", "F", "F", "F", "C", "F", "F", "F", "H", "H", "H"],
  "positions_angstrom": [[-0.336, 0.122, -0.360], [-1.065, -1.272, -4.142], [-0.375, -1.261, -3.139], [-0.582, -0.506, -2.119], [0.843, -2.158, -3.070], [0.978, -3.057, -4.132], [2.029, -3.945, -4.191], [2.962, -3.946, -3.163], [2.826, -3.068, -2.107], [1.780, -2.131, -2.034], [1.765, -1.079, -0.453], [3.338, -0.117, -0.733], [3.546, 1.087, -0.059], [4.660, 1.874, -0.295], [5.615, 1.473, -1.215], [5.412, 0.301, -1.921], [4.277, -0.466, -1.706], [1.926, -2.614, 0.524], [0.806, -3.441, 0.503], [0.848, -4.671, 1.136], [2.007, -5.075, 1.786], [3.121, -4.252, 1.801], [3.083, -3.018, 1.171], [0.217, -3.028, -4.899], [2.127, -4.636, -5.019], [3.800, -4.633, -3.177], [3.544, -3.122, -1.303], [2.832, 1.413, 0.674], [4.776, 2.801, 0.252], [6.504, 2.068, -1.383], [6.139, -0.021, -2.657], [4.145, -1.338, -2.322], [-0.091, -3.107, -0.007], [-0.019, -5.317, 1.125], [2.035, -6.037, 2.284], [4.023, -4.562, 2.314], [3.951, -2.369, 1.189], [-0.379, 3.005, 2.302], [-0.152, 2.266, 1.370], [-0.396, 1.004, 1.292], [0.516, 2.784, 0.120], [1.009, 4.092, 0.080], [1.750, 4.492, -0.989], [1.993, 3.575, -2.030], [2.809, 3.908, -3.130], [3.061, 3.001, -4.120], [2.478, 1.727, -4.052], [1.687, 1.375, -2.992], [1.429, 2.272, -1.938], [0.693, 1.884, -0.842], [0.785, 4.733, 0.920], [2.169, 5.489, -1.047], [3.238, 4.902, -3.169], [3.707, 3.260, -4.949], [2.666, 1.007, -4.837], [1.251, 0.397, -2.967], [2.902, 2.255, 3.187], [3.413, 0.589, 3.495], [5.054, 0.309, 2.868], [2.458, -0.493, 2.868], [2.327, -1.478, 3.589], [1.974, -0.236, 1.733], [3.455, 0.437, 4.568], [-0.826, -1.741, 2.611], [-0.316, -2.814, 3.934], [-1.218, -4.337, 3.926], [-0.523, -2.326, 4.879], [0.739, -3.030, 3.811], [-4.076, -1.947, 0.436], [-3.214, -0.725, 0.104], [-1.875, -1.039, 0.101], [-3.632, -0.194, -1.304], [-4.933, 0.162, -1.393], [-2.925, 0.907, -1.654], [-3.430, -1.122, -2.239], [-3.586, 0.411, 1.119], [-3.167, 0.142, 2.352], [-3.094, 1.615, 0.771], [-4.930, 0.587, 1.204], [-3.834, -2.733, -0.277], [-5.137, -1.710, 0.383], [-3.823, -2.288, 1.439]],
  "lowdin_charge": [0.826, 0.079, -0.575, -0.172, -0.114, -0.019, -0.077, -0.071, -0.121, -0.231, 1.162, -0.269, -0.137, -0.089, -0.085, -0.083, -0.080, -0.356, -0.115, -0.100, -0.092, -0.077, -0.098, 0.114, 0.099, 0.103, 0.101, 0.048, 0.107, 0.099, 0.099, 0.082, 0.105, 0.096, 0.098, 0.103, 0.112, 0.092, -0.577, -0.150, -0.149, 0.025, 0.015, -0.150, -0.036, -0.072, -0.043, 0.006, -0.166, 0.094, 0.125, 0.120, 0.111, 0.103, 0.114, 0.081, 0.634, -0.965, 0.594, -0.749, 0.000, -0.191, 0.052, 0.708, -0.954, 0.493, 0.026, 0.000, 0.022, -0.441, -0.275, -0.547, 0.139, 0.130, 0.168, -0.549, 0.142, 0.147, 0.125, 0.097, 0.090, 0.090]
}